Entry 1:
The following is a quantum chemistry calculation of a structure of composition C26H28FNOP2Pm, from the OMol25 dataset.

```
60
Properties=species:S:1:pos:R:3
C -1.93975 2.69454 -3.79566
C -1.56147 1.39180 -3.49387
C -0.20237 1.01194 -3.81187
C 0.77137 2.05863 -3.44929
C 0.39464 3.39618 -3.64647
C -0.94433 3.70060 -3.92042
C 1.93578 1.60071 -2.83345
C 2.40297 0.31143 -3.16836
C 1.37254 -0.65430 -3.57223
C 1.56922 -1.97147 -3.00869
C 2.87468 -2.45235 -2.91875
C 3.96319 -1.53092 -2.95851
C 3.71380 -0.15224 -2.98310
H -2.99008 2.97557 -3.85272
H 1.16244 4.17598 -3.57616
H -1.23536 4.74120 -4.20490
H 2.66712 2.34807 -2.32518
H 3.07044 -3.49853 -2.74979
H 5.01803 -1.91972 -2.91893
H 4.52022 0.57578 -2.85012
N 0.20319 -0.23173 -4.06230
Pm 0.66419 0.78833 0.79374
C -2.37461 0.49332 -2.61858
H -2.19750 -0.56369 -2.89755
H -3.45152 0.73136 -2.73216
C 0.43498 -2.62952 -2.28323
H -0.51352 -2.44178 -2.81229
H 0.61935 -3.71018 -2.20030
P -1.97129 0.62675 -0.76338
P 0.19399 -1.96718 -0.49940
C 1.51772 -2.91868 0.35464
H 1.48248 -2.72119 1.42924
H 1.35146 -3.98136 0.17616
H 2.49085 -2.62125 -0.03799
C -1.23858 -3.04043 -0.07750
H -0.89111 -4.07767 0.01496
H -1.68112 -2.72316 0.87189
H -1.99443 -2.98062 -0.86826
C -2.65510 2.29635 -0.41852
H -3.69244 2.33181 -0.77672
H -2.63880 2.51096 0.66406
H -2.05861 3.05313 -0.93932
C -3.41761 -0.37323 -0.19344
H -3.36724 -0.55180 0.88653
H -4.33420 0.18025 -0.43918
H -3.43145 -1.34199 -0.71156
C -0.92905 -0.42147 2.27600
O -1.72572 -1.04426 2.88204
H 1.12040 1.07416 -1.00186
F 5.47098 5.22887 0.58413
C 4.47602 4.28926 0.64976
C 4.78994 2.95270 0.78018
C 3.75502 1.99410 0.90869
C 2.41426 2.43473 0.89005
C 2.10354 3.75984 0.77486
C 3.12434 4.75449 0.63231
H 5.85842 2.65423 0.77098
H 3.97006 0.93590 0.95776
H 1.05592 4.08014 0.72547
H 2.93349 5.80199 0.50826
```

Values from the calculation:
**Net charge**: +1
**Spin multiplicity**: 5
**⟨S²⟩**: 6.01
**Orbital gap (alpha / beta)**: 5.07 / 5.15 eV

Entry 2:
The following is a quantum chemistry calculation of a structure of composition C26H28MoN5O8S2Te, from the OMol25 dataset.

```
71
Properties=species:S:1:pos:R:3
Mo 0.97458 0.89743 0.32909
O 2.00150 -0.16688 1.59394
S 1.77363 -0.98992 2.94948
C 3.23021 -2.08319 2.97819
C 2.71945 -3.51298 2.77283
C 1.47440 -3.41878 1.89918
C 0.62977 -2.31432 2.51884
H 3.75419 -1.91293 3.91714
H 3.84854 -1.72523 2.15385
H 2.47132 -3.95791 3.73713
H 3.50360 -4.12230 2.32648
H 0.90894 -4.34899 1.87570
H 1.72674 -3.16309 0.86742
H 0.20487 -2.60695 3.48414
H -0.15965 -1.90773 1.88727
O 0.96964 -1.60434 -6.15326
N 0.19759 -2.23159 -5.46454
O -0.50827 -3.14653 -5.80366
C 0.09235 -1.80484 -4.04581
C -0.75002 -2.49795 -3.19700
C -0.82163 -2.10897 -1.87424
C -0.08752 -1.02356 -1.39426
O -0.22957 -0.52522 -0.14969
C 0.73940 -0.35794 -2.30950
C 0.84941 -0.72894 -3.63151
N 1.45230 0.74965 -1.70033
O 2.49957 1.22062 -2.47414
O 0.58461 1.79318 -1.36561
N -1.67216 -2.87658 -0.95579
O -2.68314 -3.34984 -1.40235
O -1.26013 -2.99937 0.18643
H -1.33154 -3.33333 -3.56649
H 1.49366 -0.21752 -4.33312
S -0.45572 2.33617 1.48544
C -2.12332 1.90086 1.05595
N -2.46549 1.70410 -0.19858
C -3.86009 1.43763 -0.60232
C -4.80042 2.09927 0.39012
C -4.45374 1.66278 1.80206
N -3.00697 1.85532 2.02807
H -1.75945 1.83800 -0.90722
H -4.01720 0.35821 -0.63904
H -3.99327 1.83900 -1.60420
H -5.82772 1.81905 0.16571
H -4.72777 3.18455 0.30344
H -4.69652 0.61264 1.96873
H -4.98344 2.25773 2.54257
H -2.68004 1.99930 2.97188
Te 4.13026 1.59557 -1.37887
C 5.04646 2.67549 -2.86200
C 5.74580 1.89271 -3.78729
C 6.40187 2.52442 -4.82754
C 6.38217 3.91229 -4.91511
C 5.70951 4.68162 -3.96901
C 5.03286 4.06982 -2.93092
C 3.13825 2.95278 -0.13698
C 3.17279 2.69258 1.24176
C 2.58911 3.60353 2.11845
C 1.98780 4.75099 1.62173
C 1.93310 4.98690 0.24860
C 2.49926 4.09021 -0.63865
H 5.78069 0.81151 -3.70709
H 6.93943 1.93798 -5.55957
H 6.90893 4.40255 -5.72301
H 5.72022 5.76043 -4.03974
H 4.53087 4.67182 -2.18557
H 3.70085 1.82945 1.63201
H 2.63561 3.42861 3.18519
H 1.55991 5.47163 2.30613
H 1.45180 5.87972 -0.12775
H 2.43791 4.26743 -1.70500
```

Values from the calculation:
**Net charge**: +3
**Orbital gap (alpha / beta)**: 7.34 / 7.44 eV

Entry 3:
The following is a quantum chemistry calculation of a structure of composition C26H28MoN6O9S, from the OMol25 dataset.

```
71
Properties=species:S:1:pos:R:3
Mo -1.94858 -0.37558 0.89036
O 0.26959 -0.35257 1.18698
C 1.11965 0.76089 1.32335
C 0.28832 2.00139 1.19078
C 0.92247 3.23355 1.27391
C 0.16469 4.38859 1.17778
C -1.20364 4.24603 0.99966
C -1.75139 2.98055 0.92963
N -1.02885 1.85193 1.02323
H 0.74225 -1.20220 1.30649
H 1.89367 0.74635 0.54784
H 1.61455 0.74543 2.29933
H 1.99464 3.27068 1.41977
H 0.62606 5.36490 1.24234
H -1.85954 5.10094 0.91491
H -2.81171 2.83643 0.77525
O -4.07596 0.73172 7.05009
C -4.29816 1.04551 5.73602
O -5.18503 1.78849 5.46487
C -3.35916 0.39158 4.77835
C -2.32157 -0.45654 5.14368
N -1.67983 -0.84515 4.02685
N -2.25202 -0.29821 2.96172
C -3.27445 0.45822 3.35521
C -4.05460 1.20679 2.24431
O -4.96628 1.92735 2.60340
O -3.62167 1.01594 1.05897
H -3.34212 0.11857 7.14296
H -1.99406 -0.81098 6.10773
H -0.88761 -1.46985 3.87060
O -3.29408 -1.34514 0.72104
C 1.99266 2.51823 -4.25258
C 1.34786 2.93918 -2.93721
C 0.18562 2.05270 -2.51566
N 0.67188 0.69663 -2.27738
C -0.12370 -0.30446 -1.89468
S -1.78989 -0.12957 -1.70135
N 0.44504 -1.51704 -1.60530
C 1.78720 -1.89946 -1.61633
O 2.21136 -2.58479 -0.70931
C 2.62101 -1.47093 -2.77181
C 2.06608 -1.30655 -4.03966
C 2.88207 -0.96340 -5.10711
C 4.24522 -0.77601 -4.90749
C 4.79941 -0.94499 -3.64447
C 3.98998 -1.30325 -2.57614
H 2.75093 3.23805 -4.56137
H 1.24512 2.45450 -5.04611
H 2.47920 1.54296 -4.17846
H 0.96810 3.95975 -3.01556
H 2.09847 2.95191 -2.13917
H -0.58585 2.01505 -3.28571
H -0.29204 2.43091 -1.60379
H 1.66990 0.58662 -2.17983
H -0.14927 -2.08184 -0.99083
H 1.00522 -1.46489 -4.19073
H 2.45512 -0.84377 -6.09437
H 4.87931 -0.50521 -5.74225
H 5.86292 -0.81076 -3.49510
H 4.40464 -1.46542 -1.58893
O -2.47622 -3.56461 -0.76022
C -1.62090 -3.67870 0.08127
C -0.91183 -4.99665 0.40188
C 0.11833 -4.61809 1.45822
C -0.11622 -3.13610 1.63455
O 0.54477 -2.44407 2.43110
N -1.09780 -2.65193 0.87086
H -0.46690 -5.37305 -0.52135
H -1.65539 -5.72267 0.73622
H 1.15388 -4.76931 1.14839
H -0.02087 -5.11455 2.42032
```

Values from the calculation:
**Net charge**: 0
**Orbital gap**: 6.47 eV

Entry 4:
The following is a quantum chemistry calculation of a structure of composition C26H28N3RuS3Sb2, from the OMol25 dataset.

```
63
Properties=species:S:1:pos:R:3
Ru -0.38223 0.35811 0.75599
C 1.41540 -1.92698 2.94156
C 0.74482 -0.75956 3.59503
C 1.12308 -0.45677 4.92355
C 0.52991 0.56662 5.59302
C -0.52900 1.26271 4.97536
C -1.25760 2.28437 5.63037
C -2.31857 2.87250 5.00554
C -2.70264 2.45696 3.71687
C -2.00333 1.48442 3.04797
S -2.48639 0.93474 1.45242
C -0.86667 0.89339 3.66297
N -0.17909 -0.06846 2.95086
H 1.81851 -2.59345 3.70195
H 2.23981 -1.60934 2.30407
H 0.69467 -2.48358 2.34603
H 1.90350 -1.04655 5.38273
H 0.83060 0.82689 6.60032
H -0.96136 2.57863 6.62893
H -2.87989 3.65458 5.49857
H -3.56084 2.91120 3.23917
S 2.00825 0.25542 0.65605
C 2.41390 1.73301 -0.19074
C 3.60856 1.76975 -0.96292
N 4.55999 1.77043 -1.61020
C 1.61775 2.81745 -0.02180
S 0.11139 2.68330 0.86556
C 1.94799 4.10301 -0.53774
N 2.18388 5.15345 -0.94413
C 1.81024 -2.89502 -0.50468
Sb -0.16462 -2.15024 -0.27603
C -1.02056 -3.88675 0.64751
C -0.73393 -2.73822 -2.27537
C 0.04691 -2.01545 -3.32990
C 1.23201 -2.56219 -3.81948
C 1.99953 -1.89347 -4.75776
C 1.57874 -0.66141 -5.23625
C 0.39412 -0.11535 -4.77298
C -0.38000 -0.77341 -3.81971
C -1.62001 -0.13371 -3.28893
Sb -1.23093 1.12527 -1.58531
C -0.28727 2.68309 -2.67277
C -3.18353 1.96220 -1.55941
H 1.73781 -3.91222 -0.88975
H 2.34459 -2.89598 0.44132
H 2.35504 -2.26329 -1.20163
H -0.78659 -4.74406 0.01711
H -2.10084 -3.78298 0.72937
H -0.61001 -4.05952 1.64026
H -1.81175 -2.64448 -2.39139
H -0.49530 -3.80309 -2.29272
H 1.55641 -3.52987 -3.45529
H 2.92246 -2.33168 -5.11331
H 2.16953 -0.12901 -5.96934
H 0.05930 0.84120 -5.15623
H -2.38666 -0.85591 -3.01554
H -2.05451 0.54652 -4.02259
H -0.90120 2.88087 -3.55138
H 0.71858 2.40776 -2.98394
H -0.24203 3.57234 -2.05015
H -3.45077 2.18974 -2.59107
H -3.18263 2.87321 -0.96435
H -3.90657 1.26883 -1.13570
```

Values from the calculation:
**Net charge**: 0
**Spin multiplicity**: 2
**⟨S²⟩**: 0.76
**Orbital gap (alpha / beta)**: 6.75 / 5.65 eV